Formula: C8H11N3
Source: OMol25
Level of theory: wB97M-V/def2-TZVPD

Properties
LUMO level ... 0.05 eV
Energy above the lowest of the compared OMol25 structures with the same formula, charge and spin ... 714.4 kJ/mol
Charge ... 0
Max |F| ... 13.2 eV/Å
Frontier orbital gap ... 8.29 eV

Geometry (Å):
N -3.495 0.282 -0.178
H -0.455 -1.652 -0.159
H -4.546 -0.885 1.026
N -2.146 -0.224 -0.007
H 0.666 2.468 -0.072
H 4.690 0.272 -0.104
H -4.492 -1.661 -0.570
C 2.296 1.135 0.005
C 2.786 -0.203 -0.054
H 4.364 -0.898 -0.906
H 1.956 -2.366 0.020
H 4.473 -1.212 1.149
C -4.492 -0.640 0.141
H 3.048 2.017 -0.016
C 0.451 -0.889 -0.010
H -5.269 0.106 -0.488
C 1.794 -1.201 -0.034
N -1.292 0.754 0.007
H -3.357 1.469 0.418
C 0.020 0.434 0.034
C 0.906 1.326 0.054
C 4.147 -0.519 0.023


Formula: C6H8NO
Source: OMol25
Level of theory: wB97M-V/def2-TZVPD

Properties
LUMO level ... -4.78 eV
Energy above the lowest of the compared OMol25 structures with the same formula, charge and spin ... 229.8 kJ/mol
Charge ... +1
Max |F| ... 6.6 eV/Å
Frontier orbital gap ... 9.15 eV

Geometry (Å):
C 0.942 -1.999 -0.195
C 0.573 1.304 -0.056
H -0.730 1.059 -1.612
O -1.365 -0.753 2.163
H 0.902 0.636 -1.915
H 1.928 -2.203 -0.312
H -1.283 1.775 0.440
C -0.898 -0.194 1.210
H -1.055 -2.897 -0.970
C -0.554 1.218 0.921
C -0.208 -1.168 0.184
H 1.435 0.830 0.271
N 0.166 0.744 -1.305
C -0.329 -2.350 -0.516
H -0.185 1.662 1.836
H 0.663 2.337 -0.144


Formula: C3H7NO
Source: OMol25
Level of theory: wB97M-V/def2-TZVPD

Properties
LUMO level ... 0.92 eV
Energy above the lowest of the compared OMol25 structures with the same formula, charge and spin ... 280.5 kJ/mol
Charge ... 0
Max |F| ... 2.5 eV/Å
Frontier orbital gap ... 9.70 eV

Geometry (Å):
C 0.471 -0.123 -0.086
C -1.767 0.023 -0.699
H 1.553 -0.611 -1.057
O -0.781 -0.498 0.183
H 0.923 0.999 1.567
H -2.698 -0.461 -0.412
H 1.103 -0.743 1.885
N 0.908 0.229 -1.233
H -1.815 1.096 -0.501
C 1.289 0.043 1.163
H 2.353 0.179 0.945
H -1.539 -0.134 -1.756


Formula: C10H13NOP
Source: OMol25
Level of theory: wB97M-V/def2-TZVPD

Properties
LUMO level (spin up / spin down) ... -5.31 / -5.31 eV
Energy above the lowest of the compared OMol25 structures with the same formula, charge and spin ... 159.6 kJ/mol
Charge ... +1
Max |F| ... 5.1 eV/Å
Frontier orbital gap (spin up / spin down) ... 6.71 / 6.71 eV

Geometry (Å):
C -1.106 -1.338 -0.138
H -0.731 1.841 0.643
C -1.644 -0.764 -1.195
H 0.956 -0.014 3.268
C 1.459 -0.170 2.360
C -1.205 -1.011 2.126
P -2.181 1.064 -1.257
C 1.397 -0.204 -0.183
C 0.628 0.232 1.065
H 2.278 0.475 2.415
H -3.254 1.731 -3.393
H -3.216 -0.789 -4.220
H 1.658 -1.209 2.265
C -2.212 -1.344 -2.390
H 2.374 0.235 -0.218
H 0.947 0.050 -1.155
H -0.942 -2.396 -0.156
H -1.887 -2.345 -2.739
C -2.771 0.890 -2.857
C 0.208 1.685 1.077
N -0.567 -0.686 1.079
H 1.042 2.125 0.473
C -2.647 -0.418 -3.280
O -1.636 -1.327 3.150
H 1.519 -1.248 0.021
H 0.259 1.914 2.094


Formula: C15H13AuClN3Se2
Source: OMol25
Level of theory: wB97M-V/def2-TZVPD

Properties
LUMO level (spin up / spin down) ... -7.58 / -10.34 eV
Charge ... +2
Max |F| ... 0.5 eV/Å
Multiplicity ... 3
Frontier orbital gap (spin up / spin down) ... 7.85 / 5.49 eV

Geometry (Å):
H 0.965 1.616 0.006
H -2.746 3.751 -2.353
H 3.391 0.310 -3.799
C -2.512 -2.101 1.916
Se 1.284 -0.914 2.210
Cl -2.952 -1.137 -1.333
H -3.159 -2.292 1.068
C -0.834 -1.521 4.010
C -2.141 -1.914 4.286
C 3.125 -0.220 -2.895
C 4.074 -0.901 -2.160
C -0.476 -1.467 2.674
N 1.412 -0.872 -1.368
C -1.817 1.945 -1.708
Se 1.636 -2.615 0.750
N -0.796 1.368 -1.056
H 5.111 -0.909 -2.468
C 0.118 3.506 -0.568
H -4.000 -2.525 3.401
C -2.978 -2.214 3.229
H -0.990 5.191 -1.314
H 4.389 -2.156 -0.424
C 1.803 -0.222 -2.469
H 0.901 4.090 -0.105
H -2.556 1.283 -2.134
H -0.133 -1.288 4.800
C 2.349 -1.546 -0.673
N -1.267 -1.730 1.631
Au -0.741 -0.800 -0.872
C -1.912 3.320 -1.819
C 3.680 -1.595 -1.016
H 1.032 0.304 -3.017
C -0.935 4.113 -1.241
H -2.485 -1.986 5.309
C 0.157 2.131 -0.498


Formula: C36H38N8RuS2
Source: OMol25
Level of theory: wB97M-V/def2-TZVPD

Properties
LUMO level (spin up / spin down) ... -12.70 / -14.39 eV
Charge ... +4
Max |F| ... 3.7 eV/Å
Multiplicity ... 5
Frontier orbital gap (spin up / spin down) ... 5.19 / 4.30 eV

Geometry (Å):
H 2.855 0.161 -1.099
H -2.940 0.179 4.042
N 1.002 1.859 0.688
H 1.412 -3.410 -4.200
C 3.768 3.557 2.366
H -2.334 4.360 -0.026
H -2.006 4.365 1.792
H 1.736 4.372 0.179
H -2.322 -5.179 -1.788
C -2.084 -1.777 -1.749
C -1.245 2.655 0.713
C 2.832 -1.848 -4.644
C 3.480 1.370 0.632
H 5.821 3.597 1.617
C 4.680 2.083 0.644
H 3.976 4.312 3.113
N 0.524 -6.032 2.160
C 2.534 2.964 2.226
N 0.439 -1.239 1.400
C -3.508 1.896 -1.528
H -4.369 2.424 -1.988
H -5.279 -0.062 3.261
C 4.822 3.176 1.480
H -3.286 3.222 1.076
C 1.452 -2.328 -4.448
H 1.382 -4.207 3.722
C -0.588 -2.723 -0.197
C 1.215 -3.393 3.066
H 2.133 -0.311 -6.001
C -2.445 -0.005 3.118
H -2.550 -0.913 -2.151
H 3.404 -1.946 -3.738
C -5.183 0.755 -0.071
N -1.076 -1.612 -0.858
H 0.001 -1.903 -2.890
C -1.018 -4.051 -0.532
C -2.001 -4.201 -1.507
C 0.173 2.898 0.567
C 0.088 -2.522 1.054
C 2.321 2.033 1.140
S -0.129 -7.297 1.345
C -2.543 -3.063 -2.124
H 2.059 1.296 -3.897
H -3.407 -3.221 -2.830
H 1.190 0.082 2.828
C 0.524 -3.595 1.905
H -2.780 2.645 -1.486
Ru -0.088 0.098 0.012
H 0.695 2.555 3.211
N -1.614 1.367 0.724
C -4.838 0.146 2.269
H 2.310 -1.779 4.106
C 3.443 0.090 -0.154
H -6.679 -0.073 1.139
S 0.240 0.748 -2.077
C 0.674 4.286 0.160
N -0.736 -6.493 0.034
H 4.444 -0.296 -0.356
H 1.893 3.316 4.291
H 5.458 1.847 -0.048
H 0.392 4.424 -0.894
H 1.040 4.352 3.113
C -0.501 -5.156 0.207
H -3.070 1.145 -2.227
H 3.623 0.094 -5.209
C 0.189 -4.954 1.463
C 1.479 3.344 3.263
C -3.470 0.337 2.052
C 1.047 -1.003 2.593
H -5.952 0.850 -0.876
C 1.602 -2.022 3.333
C -2.292 3.712 0.921
C -3.855 1.230 -0.210
H 0.334 5.129 0.780
C 1.091 -0.306 -3.203
H 2.907 -0.735 0.394
H 3.365 -2.417 -5.423
C -2.949 0.940 0.872
N 1.993 0.278 -4.017
C 2.676 -0.414 -5.069
N 0.824 -1.592 -3.384
H -2.189 -1.087 3.040
H 0.952 -2.177 -5.438
H -1.492 0.514 3.068
C -5.677 0.279 1.156


Formula: C19H42NO13P
Source: OMol25
Level of theory: wB97M-V/def2-TZVPD

Properties
LUMO level ... 3.56 eV
Energy above the lowest of the compared OMol25 structures with the same formula, charge and spin ... 117.6 kJ/mol
Charge ... -2
Max |F| ... 12.2 eV/Å
Frontier orbital gap ... 2.16 eV

Geometry (Å):
O -2.881 -1.037 -0.174
C -3.044 3.314 1.808
O 2.200 -0.829 1.850
H 0.676 1.627 4.183
H 0.535 3.368 3.763
H -4.200 4.176 3.269
C 1.558 -0.015 -3.423
H -0.396 -0.046 -0.778
H -4.646 -0.455 -0.710
C 0.148 -4.661 -1.161
C -3.859 -0.582 -1.142
H 1.319 -0.021 -0.248
O 2.071 3.973 0.869
H -1.348 -1.680 1.780
C 2.145 -1.324 -3.387
H -3.592 1.639 -1.040
H -5.039 4.147 1.751
H -1.493 -3.321 -1.688
O -3.983 -2.964 0.250
H 2.791 -1.365 -2.572
C -3.024 -2.256 0.443
O 3.444 -2.836 2.540
H -0.649 2.666 4.892
H -3.348 2.315 1.907
C -3.533 0.794 -1.757
C 3.461 2.035 0.491
O -2.064 3.296 2.891
P 2.623 -2.173 1.454
H 2.886 -4.763 -0.470
C -1.084 2.422 2.784
H -1.987 -4.843 -0.857
H -2.488 -3.016 2.248
H -1.245 -3.203 0.998
O -1.061 1.480 1.959
H 2.068 -5.121 0.873
C -1.887 -2.598 1.342
H 4.322 2.511 -0.195
O 1.380 2.404 -0.721
H 3.450 0.994 0.397
C 1.061 6.045 1.247
N 0.436 -0.548 -0.270
C 0.998 4.812 0.418
H 3.851 2.323 1.342
H 2.795 -1.402 -4.282
C 2.327 1.299 -3.682
H 0.196 -0.832 0.519
H -3.650 5.363 1.994
H 0.097 4.406 0.384
H 0.601 5.834 2.246
H 0.965 -3.881 -1.340
H 0.711 -1.222 -0.809
O 2.155 -7.717 -1.211
H 2.709 1.373 -4.586
H 1.126 4.780 -0.707
O 3.153 -1.985 0.119
H 3.196 1.193 -2.768
C -1.258 -4.412 -1.590
H 3.589 -6.089 -0.030
C -4.022 4.402 2.268
H -2.793 3.571 0.784
H -4.171 -1.189 -1.875
H -4.513 0.794 -2.246
H 1.647 -2.214 -3.649
O 1.057 -2.805 1.339
H 2.115 6.514 1.272
H 1.812 2.119 -3.368
C 1.812 -6.494 -0.970
H 0.372 6.949 0.910
O 0.249 0.070 -3.191
C -0.072 2.523 3.931
O 0.661 -5.961 -1.551
H -2.594 0.543 -2.483
C 2.640 -5.562 -0.096
C 2.153 2.780 0.209
H -0.051 -4.667 -0.082
H -1.584 -4.767 -2.617


Formula: C5H11NO
Source: OMol25
Level of theory: wB97M-V/def2-TZVPD

Properties
LUMO level ... 0.85 eV
Energy above the lowest of the compared OMol25 structures with the same formula, charge and spin ... 333.5 kJ/mol
Charge ... 0
Max |F| ... 5.0 eV/Å
Frontier orbital gap ... 10.40 eV

Geometry (Å):
H -2.528 1.689 3.282
N 0.944 -1.146 -1.159
C -1.136 0.183 3.039
O 0.571 1.045 -0.937
H 2.060 -1.318 0.687
H 0.708 -2.023 -1.500
H -1.181 -1.194 -2.393
C -1.657 1.368 2.694
H -0.130 -0.348 2.550
H -1.059 1.916 1.964
C 2.076 -0.982 -0.340
H 2.215 0.196 -0.097
H 3.066 -1.432 -0.803
C 0.274 -0.033 -1.397
H -1.234 0.701 -2.509
C -1.111 -0.159 -1.969
H -1.780 -0.220 -1.221
H -1.990 -0.565 3.482


- Number 5 is which compound?
  C15H13AuClN3Se2